Entry from the Open Molecules 2025 dataset: H26O13 as an isolated structure in a non-equilibrium geometry (wB97M-V/def2-TZVPD).

**Calculated total energy**: -993.599501 Ha
**Charge**: 0
**Largest force on an atom**: 0.1564 Eh/bohr
**LUMO**: -0.0174 Ha
**ΔE to the lowest compared entry with this formula, charge and spin**: 109.0 kcal per mole

```
39
Properties=species:S:1:pos:R:3:forces:R:3:lowdin_charge:R:1
O -41.28981 -58.10974 25.16955 3.00 0.72 -0.28 0.0048
H -41.07430 -58.48118 26.02018 0.30 -0.53 0.24 0.0605
H -42.16941 -58.32056 25.01237 -3.05 -1.09 -0.82 -0.0294
O -47.15865 -56.02400 23.34756 0.06 0.03 -0.54 -0.0367
H -47.61672 -56.59819 22.71447 -0.03 0.10 0.42 0.0688
H -46.65723 -55.42502 22.77628 -0.01 -0.07 0.08 0.0624
O -46.95093 -55.65810 26.24317 0.09 1.29 -3.40 -0.0845
H -46.99156 -56.23242 25.44075 0.05 -1.50 1.42 0.0101
H -46.98394 -54.94395 25.53497 -0.32 0.40 1.98 0.0624
O -44.14240 -54.90583 26.31878 2.96 0.97 -1.06 -0.0971
H -45.08615 -54.80529 26.30513 -0.94 0.15 -0.05 0.0147
H -43.60988 -54.47165 25.52271 -2.05 -0.96 1.78 0.0752
O -44.32328 -56.79888 24.48198 3.52 0.25 1.79 -0.0179
H -44.30425 -56.18238 25.26061 0.17 -0.91 -0.47 0.0035
H -45.14523 -56.64682 24.14512 -3.63 0.26 -1.83 -0.0485
O -43.74598 -59.46508 24.41888 1.74 -1.41 0.58 -0.0513
H -44.65269 -59.22816 24.49674 -1.30 0.59 0.54 0.0050
H -43.57912 -60.12856 25.12348 -0.36 0.57 -0.81 0.0826
O -45.15212 -56.99115 20.88629 -4.45 4.36 -0.60 -0.0469
H -46.00174 -57.15057 21.34457 0.60 0.33 -0.55 0.0202
H -44.75046 -57.78384 20.99633 3.04 -3.77 0.73 -0.0695
O -42.16137 -56.85080 27.15402 -3.70 5.26 4.84 -0.0640
H -41.90699 -57.08681 26.33906 1.61 -1.25 -4.95 -0.0985
H -42.85953 -56.05478 26.94529 2.37 -2.22 0.66 0.1105
O -41.63139 -56.63064 22.51633 1.93 2.92 -1.69 0.0336
H -41.84293 -55.92214 21.82936 0.56 -1.29 1.37 0.1382
H -42.13074 -56.38468 23.27661 -0.45 0.82 1.57 0.0171
O -43.26534 -58.12156 21.84189 0.82 0.72 -2.34 -0.0870
H -43.39279 -58.56069 22.62133 -0.88 -2.55 3.05 -0.0586
H -42.59616 -57.43337 22.20612 -1.12 -1.66 -1.70 -0.0786
O -46.27444 -58.61311 26.10103 -2.64 -1.98 -2.06 -0.0317
H -46.97965 -59.14767 26.51815 0.12 0.18 -0.90 0.0705
H -45.86713 -58.34557 26.87146 2.49 1.78 2.61 -0.0553
O -42.80177 -54.28157 24.09376 -2.00 -1.56 -2.41 -0.0080
H -42.47484 -53.43286 24.17288 1.81 2.98 0.82 0.0313
H -43.31323 -54.12336 23.24168 0.47 -1.03 1.45 0.1268
O -44.39345 -57.78953 27.94391 0.57 0.79 0.48 -0.0893
H -44.02239 -58.62708 28.21709 0.04 -0.35 0.16 0.0362
H -43.55466 -57.22336 27.88421 -1.39 -1.36 -0.13 0.0183
```
Forces are in eV/Å.



Entry from the Open Molecules 2025 dataset: C39H49AsBrF6N3O2PSbSc as an isolated structure in a non-equilibrium geometry (wB97M-V/def2-TZVPD).

**Spin multiplicity**: 2
**Calculated total energy**: -8581.820938 Ha
**Charge**: 0
**Largest force on an atom**: 0.0203 Eh/bohr
**LUMO (alpha / beta)**: -0.1023 / -0.1023 Ha
**ΔE to the lowest compared entry with this formula, charge and spin**: 0.0 kcal per mole

```
104
Properties=species:S:1:pos:R:3:forces:R:3:lowdin_charge:R:1
Sc -0.29149 0.39539 0.07314 0.57 -0.86 0.18 0.7532
C 1.42765 -1.95911 -3.22852 0.02 -0.01 -0.03 -0.1170
C 1.57139 -3.00605 -2.12586 -0.06 -0.07 -0.04 -0.5072
C 3.03467 -3.42736 -2.02443 0.00 0.05 0.04 -0.1017
P 0.70097 -2.47471 -0.53552 0.06 0.23 0.10 1.1218
C -0.37959 -3.96299 -0.28333 -0.03 -0.02 -0.10 -0.5481
C -1.33786 -3.76294 0.88057 -0.01 0.00 0.10 -0.1338
C 0.24560 -5.35754 -0.23380 0.01 -0.02 0.04 -0.1147
C 2.05289 -2.47935 0.70598 0.05 -0.03 -0.12 -0.2622
C 2.75040 -3.61975 1.06507 0.04 -0.10 -0.02 -0.0584
C 3.95875 -3.59908 1.76414 0.00 0.07 0.01 -0.2425
C 4.65043 -4.87282 2.14392 0.02 -0.04 -0.01 -0.0367
C 4.52625 -2.35403 2.04969 -0.04 0.02 -0.05 -0.0212
C 3.82962 -1.20077 1.79270 0.13 -0.07 -0.08 -0.0058
C 2.52944 -1.22858 1.21828 -0.05 -0.01 0.03 -0.2898
N 1.76728 -0.10572 1.24034 0.01 -0.07 -0.15 0.0940
C 2.14037 0.83072 2.23125 -0.14 0.12 -0.20 -0.2539
C 2.23686 0.45857 3.58460 0.02 0.07 0.18 -0.2085
C 2.08966 -0.94768 4.09464 0.00 -0.09 0.15 -0.0632
C 2.45825 1.45855 4.52270 0.01 -0.01 -0.02 -0.0055
C 2.63383 2.78867 4.16754 -0.02 -0.02 -0.02 -0.2460
C 2.78661 3.85673 5.20866 0.02 0.02 0.03 -0.0361
C 2.60428 3.11581 2.81718 -0.02 -0.04 -0.03 -0.0103
C 2.33998 2.16837 1.84470 0.00 0.07 0.05 -0.2322
C 2.30963 2.56717 0.39919 -0.03 -0.07 -0.01 -0.0292
H 1.74712 -2.39462 -4.17831 -0.01 -0.02 -0.02 0.0849
H 2.06112 -1.09871 -3.01958 0.00 -0.04 0.00 0.0555
H 0.40110 -1.60954 -3.33872 0.00 0.00 0.00 0.0729
H 0.98844 -3.88077 -2.43302 0.01 0.00 0.01 0.0919
H 3.65549 -2.61437 -1.64159 0.00 0.01 0.00 0.0853
H 3.39810 -3.67806 -3.02353 0.01 0.00 0.00 0.0824
H 3.18962 -4.29578 -1.38748 -0.01 -0.03 0.02 0.0589
H -0.96858 -3.89600 -1.20959 0.02 -0.01 0.02 0.1061
H -0.79752 -3.80435 1.82706 0.01 0.01 0.02 0.0469
H -2.08412 -4.56131 0.89842 -0.02 0.00 -0.01 0.0874
H -1.84185 -2.80045 0.81597 -0.04 0.02 0.01 0.0305
H 0.59833 -5.58619 0.77369 -0.01 0.01 -0.02 0.0716
H 1.07660 -5.48852 -0.92831 -0.01 0.01 -0.03 0.0631
H -0.50936 -6.10773 -0.47846 -0.01 0.00 0.00 0.0824
H 2.37807 -4.58323 0.74778 0.03 0.04 -0.01 0.0835
H 4.27653 -5.71655 1.56476 0.00 0.00 0.00 0.0794
H 4.48733 -5.09810 3.20057 0.00 0.01 0.01 0.0893
H 5.72735 -4.79925 1.99071 0.00 0.01 0.00 0.0836
H 5.51459 -2.29960 2.48977 0.01 0.00 0.01 0.1228
H 4.25654 -0.23801 2.03976 0.03 -0.03 -0.02 0.1341
H 1.63234 -1.62092 3.37493 -0.05 0.00 0.06 0.0380
H 1.48483 -0.95021 5.00181 0.02 -0.01 0.00 0.0700
H 3.06827 -1.36476 4.34861 -0.06 0.03 0.02 0.0944
H 2.48164 1.18206 5.57173 0.00 0.01 0.01 0.1260
H 3.18250 3.45351 6.14059 -0.01 -0.01 0.00 0.0766
H 1.81392 4.30589 5.42138 -0.01 -0.01 -0.01 0.0917
H 3.44856 4.65128 4.86510 0.00 0.01 0.00 0.0800
H 2.72588 4.14715 2.51289 0.01 0.01 0.00 0.1258
H 2.37398 3.64871 0.30807 0.02 0.00 0.00 0.0940
H 1.38103 2.27983 -0.10103 0.00 0.10 0.00 0.0377
H 3.11422 2.09126 -0.16390 0.02 0.00 0.00 0.0730
Br 5.69205 1.02411 -2.16531 -0.01 -0.02 0.02 0.7095
C 4.14278 1.64764 -3.08276 0.05 0.04 -0.03 -0.7421
C 4.30666 2.54824 -4.12771 -0.02 0.00 0.00 -0.1028
C 3.15965 2.97687 -4.77113 -0.04 -0.02 0.02 -0.0439
C 1.92532 2.49870 -4.35047 0.08 0.01 0.01 0.0124
C 1.89218 1.61251 -3.28691 -0.07 0.03 -0.03 -0.1752
N 2.99352 1.18849 -2.66224 0.02 0.01 0.03 0.0962
C 0.56203 1.07801 -2.79097 -0.11 -0.04 -0.04 -0.5703
O -0.44803 1.27807 -3.45239 0.03 0.02 -0.03 0.0493
O 0.62140 0.40639 -1.69746 0.06 0.12 -0.13 -0.1914
H 5.28959 2.89037 -4.41468 0.00 0.00 0.00 0.0990
H 3.22876 3.67756 -5.59282 0.00 0.00 0.00 0.1120
H 0.99910 2.79545 -4.81857 -0.02 0.00 0.00 0.1189
F -1.89774 -0.60018 0.14873 -0.21 -0.06 -0.16 -0.4254
Sb -1.12526 2.59479 2.18357 -0.01 0.39 0.21 1.5105
F 0.10667 4.09967 1.80299 -0.08 -0.05 0.03 -0.4831
F -1.10989 1.99823 -0.52821 -0.17 0.28 -0.02 -0.4259
F -2.42413 3.84090 1.50921 0.04 -0.05 0.14 -0.4157
F -2.82890 1.60471 2.70538 0.01 0.13 -0.06 -0.5261
F -1.02949 3.12091 4.02093 -0.03 0.01 -0.11 -0.4398
C -3.11555 0.38717 -2.00691 -0.04 0.01 0.03 0.2486
C -3.88002 1.11665 -1.14000 0.07 -0.01 -0.04 -0.2651
C -4.61043 0.46043 -0.10563 0.01 0.01 -0.02 0.0246
C -5.18615 1.19554 0.88812 0.04 0.02 -0.05 -0.0019
C -5.06210 2.59444 0.84605 -0.06 0.04 0.05 -0.1675
C -4.40239 3.27416 -0.18131 0.08 -0.08 -0.06 -0.0062
C -3.78686 2.53678 -1.15730 -0.04 0.04 0.05 0.0372
C -5.64812 3.35687 1.91305 0.00 -0.04 0.06 -0.1452
N -6.16546 3.94062 2.75533 -0.01 0.03 -0.02 0.2063
H -2.41542 0.85767 -2.69642 0.00 0.01 0.00 0.0799
H -3.14978 -0.69461 -1.98941 -0.02 0.00 0.03 0.1040
H -4.63659 -0.62024 -0.09078 0.00 -0.01 0.01 0.1309
H -5.68984 0.73289 1.72326 0.00 -0.01 0.00 0.1320
H -4.30920 4.34744 -0.14169 -0.01 0.01 0.01 0.1326
H -3.18702 3.01096 -1.92118 0.01 0.00 -0.01 0.1397
C -3.11662 -1.36000 3.28166 0.05 -0.08 0.03 -0.3153
As -1.17648 -1.12178 3.39898 -0.11 0.11 -0.02 1.0782
C -0.74161 -2.83084 4.30631 -0.01 0.03 0.00 -0.3246
C -1.19654 0.03484 4.98342 0.02 -0.03 -0.02 -0.3115
H -3.52951 -1.55466 4.27234 0.00 -0.02 0.00 0.0313
H -3.35143 -2.19357 2.62158 0.00 -0.03 -0.04 0.0103
H -3.52444 -0.43284 2.88670 0.00 -0.02 0.00 -0.0167
H -0.42732 -2.63453 5.33061 -0.01 0.00 0.01 0.0167
H 0.06256 -3.35750 3.79451 0.02 -0.01 0.00 -0.0047
H -1.62446 -3.46976 4.32764 0.01 -0.01 -0.01 0.0223
H -1.48460 -0.54160 5.86326 -0.02 0.01 0.00 0.0285
H -1.91858 0.82722 4.80205 -0.01 0.03 0.03 0.0025
H -0.22296 0.49773 5.14443 -0.04 -0.01 0.01 0.0016
```
Forces are in eV/Å.